Formula: C11H32N2O5P2V
Source: the OMol25 dataset
Level of theory: wB97M-V/def2-TZVPD

Structure (XYZ):
```
53
Properties=species:S:1:pos:R:3:mulliken_spin:R:1
O 2.24975 1.45507 -2.21441 0.001
H 2.49632 1.80320 -3.09087 -0.001
V 0.19098 -0.31950 0.03392 1.704
N -1.64816 -0.56449 -1.04390 0.022
N 0.67789 -0.94014 -1.94211 0.022
O -3.00354 -0.62140 -0.65045 0.004
O 1.98875 -1.11690 -2.40656 0.018
C -1.57936 -0.91513 -2.31267 0.084
C -0.27875 -1.08215 -2.85574 0.086
C -2.89502 -1.11806 -2.93746 0.004
C -0.02558 -1.42432 -4.27561 0.001
H -3.42264 -0.15157 -3.00996 0.008
H -3.53070 -1.80093 -2.36332 0.006
H -2.73946 -1.51623 -3.94322 -0.002
H 1.02056 -1.67972 -4.46445 0.000
H -0.31219 -0.59528 -4.93581 0.005
H -0.64938 -2.28404 -4.53855 0.003
H -3.01716 -0.31942 0.28243 -0.003
H 2.34114 -0.16539 -2.34448 -0.001
O 0.03807 -2.75792 0.49506 0.004
H -0.89170 -3.04774 0.50722 0.003
H 0.44542 -3.26227 -0.22794 0.006
C 0.96642 2.00076 -1.78401 0.031
H 0.88538 1.90474 -0.68486 -0.012
H 0.12751 1.50264 -2.29360 -0.001
H 0.92990 3.05749 -2.07739 0.003
O -2.44261 3.86908 0.02851 0.001
H -2.78775 3.43960 -0.78116 0.000
H -2.08120 4.72922 -0.27622 0.000
C -1.06689 -1.40816 3.15693 0.017
P -0.95261 0.04419 2.04829 -0.036
C -2.60809 0.78105 2.21700 -0.008
C 0.09231 1.21522 3.03599 -0.005
C 1.58388 0.90625 2.91949 0.043
P 2.03339 0.01516 1.33881 -0.006
C 3.47940 0.94541 0.79056 -0.004
C 2.75832 -1.55226 1.94251 0.010
H -1.84819 -2.09267 2.81165 -0.001
H -1.31266 -1.06520 4.16535 0.000
H -0.14202 -1.99305 3.20524 -0.002
H -2.66897 1.29448 3.18683 -0.002
H -2.79990 1.53040 1.43831 -0.005
H -3.37720 -0.00545 2.19921 0.001
H -0.14074 2.22955 2.66983 -0.001
H -0.26556 1.15625 4.07414 0.000
H 2.18208 1.82826 2.93058 0.007
H 1.92597 0.28222 3.76023 0.003
H 4.38471 0.39170 1.07336 -0.002
H 3.45812 1.08507 -0.29627 -0.006
H 3.47646 1.92579 1.28546 0.004
H 1.97740 -2.25555 2.26151 -0.001
H 3.33524 -1.99139 1.11525 -0.004
H 3.44264 -1.34647 2.77733 0.001
```

Summary:
Spin multiplicity ... 3
Total charge ... +1
Largest force on an atom ... 0.07414 Eh/bohr
Expectation value of S² ... 2.11
E ... -69399.950 eV
HOMO-LUMO gap (alpha / beta) ... 0.2177 / 0.2170 Eh
ΔE to the lowest compared entry with this formula, charge and spin ... 0.0000 eV

Formula: C11H32O5
Source: the OMol25 dataset
Level of theory: wB97M-V/def2-TZVPD

Structure (XYZ):
```
48
Properties=species:S:1:pos:R:3:lowdin_charge:R:1
C -2.11007 2.42520 3.18974 -0.071
C -3.08309 1.34647 2.67098 -0.480
C -3.70230 1.86145 1.30423 -0.021
O -2.43584 0.13869 2.46597 -0.039
H -2.52417 3.35173 3.58745 0.077
H -1.37871 2.69342 2.42732 0.072
H -1.57308 2.06341 4.06658 0.058
H -3.80819 1.31385 3.48417 0.126
H -3.99070 2.91198 1.34068 0.078
H -4.55615 1.24559 1.02186 0.073
H -2.94666 1.71060 0.53328 0.051
H -2.12518 -0.24919 3.28735 0.097
C 1.09167 0.07572 1.24075 -0.030
C 0.56184 0.31509 -0.23337 -0.415
C 1.15318 -0.66032 -1.26426 -0.056
O -0.85315 0.13355 -0.43102 -0.089
H 0.59063 0.61696 2.04332 0.055
H 2.15007 0.33593 1.22746 0.074
H 1.08864 -0.97495 1.53089 0.076
H 0.73518 1.35276 -0.51849 0.109
H 0.64198 -1.62227 -1.22658 0.077
H 2.19727 -0.86480 -1.02724 0.077
H 0.96687 -0.30361 -2.27725 0.079
H -1.06862 -0.65681 0.06949 0.096
C 1.80263 -4.99602 -3.43497 -0.047
C 1.77444 -4.31476 -4.80386 -0.501
C 2.13406 -2.78036 -4.64250 -0.049
O 2.66893 -4.89271 -5.67492 -0.054
H 0.90143 -4.66259 -2.92041 0.077
H 2.69123 -4.74414 -2.85614 0.079
H 1.81340 -6.08027 -3.54624 0.076
H 0.85800 -4.37876 -5.39048 0.131
H 1.31444 -2.26518 -4.14159 0.063
H 2.52607 -2.39731 -5.58468 0.068
H 2.99113 -2.55491 -4.00791 0.068
H 2.66804 -4.42215 -6.51169 0.089
C -1.04766 3.48406 -1.31586 -0.155
O -1.81006 2.36730 -1.74374 -0.129
H -1.58273 4.05876 -0.55986 0.071
H -0.15631 3.11121 -0.81129 0.054
H -0.70741 4.09681 -2.15064 0.077
H -1.51894 1.55795 -1.31735 0.010
C 1.54103 1.80276 5.23895 -0.167
O 0.67936 1.54347 6.34195 -0.123
H 1.10111 2.18408 4.31745 0.052
H 2.27093 2.55372 5.54130 0.080
H 1.86390 0.83778 4.84823 0.080
H 0.20155 2.33081 6.61289 0.072
```

Summary:
Spin multiplicity ... 1
Total charge ... 0
Largest force on an atom ... 0.06028 Eh/bohr
SMILES ... CC(C)O.CC(C)O.CC(C)O.CO.CO
E ... -22161.135 eV
HOMO-LUMO gap ... 0.3804 Eh
ΔE to the lowest compared entry with this formula, charge and spin ... 1.2547 eV